Entry 1:
{"formula": "C2BrClFIO", "method": "the ωB97M-V functional and the def2-TZVPD basis", "symbols": ["C", "C", "O", "F", "Cl", "Br", "I"], "positions_angstrom": [[2.766755, 2.186916, -0.373823], [-0.659136, 0.623828, 0.689047], [3.519362, 2.897653, 0.136727], [-0.311219, -0.451900, 0.056716], [1.822241, 2.528366, -1.682244], [2.671920, 0.295703, 0.201486], [-2.586837, 1.265125, 0.144175]], "atomic_forces_ev_per_a": [[0.530, -2.386, 0.878], [0.822, -0.147, 0.307], [1.062, 1.446, 0.955], [-0.758, 0.262, -0.036], [-1.424, 0.400, -1.598], [0.102, 0.565, -0.219], [-0.333, -0.139, -0.286]], "nbo_charge": [0.403, 0.241, -0.460, -0.329, 0.087, -0.023, 0.082], "homo_ev": -9.5, "e_above_lowest_kcal_mol": 65.6, "fmax_ev_per_a": 2.60, "orbital_gap_ev": 8.54, "lumo_energy_ev": -0.973}

Entry 2:
{"formula": "C2BrClFIO", "method": "the ωB97M-V functional and the def2-TZVPD basis", "symbols": ["C", "C", "O", "F", "Cl", "Br", "I"], "positions_angstrom": [[-1.525640, -0.648021, 0.597526], [1.084323, 0.341719, -0.471313], [-1.529762, -0.726499, 1.784989], [0.744188, 0.258945, -1.771651], [-2.623186, -0.369137, -0.600044], [1.250636, 2.146045, 0.219813], [2.599440, -1.003049, 0.240680]], "atomic_forces_ev_per_a": [[2.498, -0.333, 3.214], [-0.051, -0.016, 0.113], [-0.637, 0.170, -2.250], [0.607, 0.211, 1.147], [-1.540, 0.308, -1.042], [-0.184, -0.857, -0.624], [-0.692, 0.517, -0.557]], "nbo_charge": [0.419, 0.060, -0.460, -0.350, 0.077, 0.071, 0.184], "homo_ev": [-8.7, -8.8], "e_above_lowest_kcal_mol": 78.6, "fmax_ev_per_a": 4.08, "orbital_gap_ev": [7.61, 7.99], "lumo_energy_ev": [-1.140, -0.777]}

Entry 3:
{"formula": "C2BrF3O", "method": "the ωB97M-V functional and the def2-TZVPD basis", "symbols": ["C", "C", "O", "F", "F", "F", "Br"], "positions_angstrom": [[-0.820678, -0.803262, 1.044974], [1.763627, 0.604682, -1.522257], [0.208601, -1.312855, 1.105137], [-1.612213, -0.518912, 2.058501], [-1.574449, -0.472379, -0.036308], [1.428989, 0.733865, -0.241305], [0.606124, 1.768861, -2.408742]], "atomic_forces_ev_per_a": [[-3.206, 0.528, -0.472], [-0.098, -0.080, 1.381], [1.407, -0.439, -0.397], [0.273, 0.161, 0.419], [1.458, -0.355, 0.519], [0.548, -0.221, -0.868], [-0.383, 0.406, -0.582]], "nbo_charge": [1.130, 0.303, -0.507, -0.303, -0.321, -0.339, 0.036], "homo_ev": -10.4, "e_above_lowest_kcal_mol": 36.8, "fmax_ev_per_a": 3.28, "orbital_gap_ev": 9.52, "lumo_energy_ev": -0.853}

Entry 4:
{"formula": "C2BrO3", "method": "the ωB97M-V functional and the def2-TZVPD basis", "symbols": ["C", "C", "O", "O", "O", "Br"], "positions_angstrom": [[1.057362, -0.733728, 0.491539], [-0.587100, 0.749929, -1.071311], [1.265552, 0.015261, 1.308955], [0.914070, -1.539984, -0.318247], [-0.233644, 1.811977, -0.758948], [-2.416240, -0.303454, 0.348012]], "atomic_forces_ev_per_a": [[-0.516, -2.178, -1.785], [1.217, 2.342, -0.567], [0.669, 2.559, 2.659], [0.061, -0.759, -0.660], [-0.837, -1.716, -0.286], [-0.594, -0.249, 0.640]], "nbo_charge": [1.035, 0.419, -0.519, -0.521, -0.612, -0.802], "homo_ev": -3.5, "total_charge": -1, "e_above_lowest_kcal_mol": 2.9, "fmax_ev_per_a": 3.75, "orbital_gap_ev": 7.14, "lumo_energy_ev": 3.602}

Entry 5:
{"formula": "C2CdF3NO3S2", "method": "the ωB97M-V functional and the def2-TZVPD basis", "symbols": ["N", "S", "S", "C", "F", "F", "F", "O", "C", "O", "O", "Cd"], "positions_angstrom": [[0.452934, 1.253026, 1.482895], [0.184628, 2.638223, 0.414419], [0.588523, -0.141508, 0.783027], [2.144321, -0.090003, -0.364463], [1.926604, 0.320892, -1.611737], [3.091277, 0.680215, 0.168169], [2.631319, -1.339234, -0.432972], [-2.848720, -2.330753, 1.099024], [-3.072422, -1.463625, 0.359500], [-3.485749, -0.559979, -0.252840], [-0.457916, -0.321654, -0.396694], [-1.154795, 1.354403, -1.248326]], "atomic_forces_ev_per_a": [[0.097, -0.749, -0.564], [0.106, -0.047, 0.255], [-0.735, 0.962, -0.133], [-0.786, 0.320, 0.338], [0.036, 0.092, -0.396], [0.276, 0.098, 0.099], [0.294, -0.505, -0.101], [0.537, -0.097, -0.538], [-1.114, 0.905, 0.592], [0.640, -0.763, -0.054], [1.532, -2.512, 1.783], [-0.884, 2.295, -1.283]], "nbo_charge": [-1.035, -0.485, 1.265, 0.732, -0.333, -0.330, -0.352, -0.526, 1.048, -0.526, -1.200, 0.743], "homo_ev": [-2.9, -3.6], "total_charge": -1, "s2": 0.753, "fmax_ev_per_a": 3.44, "orbital_gap_ev": [5.96, 6.37], "lumo_energy_ev": [3.037, 2.749], "spin_multiplicity": 2}

Entry 6:
{"formula": "C2Cl2F2O", "method": "the ωB97M-V functional and the def2-TZVPD basis", "symbols": ["C", "C", "O", "F", "F", "Cl", "Cl"], "positions_angstrom": [[0.996288, 1.930599, -0.532241], [-0.467346, -0.968608, 0.347419], [1.731698, 1.247495, 0.124408], [-0.287238, -0.494130, 1.581767], [-0.091385, -2.355214, 0.446727], [0.336136, 1.670101, -1.976687], [-2.218154, -1.030244, 0.008606]], "atomic_forces_ev_per_a": [[2.791, -0.769, 4.110], [-1.351, -3.956, 2.675], [-1.475, 1.322, -1.305], [0.396, 0.327, -1.350], [0.032, 2.974, -0.836], [-1.315, -0.523, -2.836], [0.922, 0.626, -0.457]], "nbo_charge": [0.373, 0.678, -0.462, -0.306, -0.354, 0.097, -0.025], "homo_ev": [-9.3, -10.9], "e_above_lowest_kcal_mol": 91.1, "fmax_ev_per_a": 5.03, "orbital_gap_ev": [7.08, 9.81], "lumo_energy_ev": [-2.185, -1.105]}

Entry 7:
{"formula": "C2Cl2F4N2S", "method": "the ωB97M-V functional and the def2-TZVPD basis", "symbols": ["C", "C", "N", "N", "F", "F", "F", "F", "S", "Cl", "Cl"], "positions_angstrom": [[-1.419484, 0.721504, 0.377508], [0.714144, -0.880554, -1.086608], [-0.533849, 1.124119, -0.591540], [0.341149, 0.360209, -1.115388], [-2.108023, 1.701733, 0.853517], [-0.878045, 0.153702, 1.582172], [1.628989, -1.354109, -1.879686], [-0.115163, -1.880570, -0.744531], [2.382020, 1.144300, 1.034108], [-2.627305, -0.538386, -0.229885], [2.615572, -0.551951, 1.800335]], "atomic_forces_ev_per_a": [[-0.728, -3.171, 3.160], [-3.121, -0.237, -0.487], [0.109, 0.209, -0.839], [2.099, -0.702, -0.447], [-0.702, 1.708, -0.241], [0.182, 0.224, -2.041], [0.320, 0.581, 0.648], [1.109, 0.593, 0.102], [-0.196, 2.611, -1.059], [0.627, 0.734, 0.050], [0.302, -2.550, 1.154]], "nbo_charge": [0.763, 0.937, -0.179, -0.279, -0.280, -0.361, -0.252, -0.288, 0.076, -0.071, -0.064], "homo_ev": [-9.5, -9.2], "s2": 2.022, "fmax_ev_per_a": 4.54, "orbital_gap_ev": [9.39, 6.34], "lumo_energy_ev": [-0.113, -2.866], "spin_multiplicity": 3}

Entry 8:
{"formula": "C2Cl2FO4S", "method": "the ωB97M-V functional and the def2-TZVPD basis", "symbols": ["C", "C", "O", "O", "O", "O", "F", "S", "Cl", "Cl"], "positions_angstrom": [[-2.044985, 0.374517, 0.262388], [-2.226707, -0.718125, 0.939353], [-1.977310, 1.373800, -0.390701], [0.724092, 0.191177, -0.393895], [2.413075, -0.315866, -2.117393], [2.577483, 1.744171, -0.905999], [3.019725, -0.319151, 0.355028], [2.067231, 0.392508, -0.947425], [-0.912667, -1.858620, 1.303543], [-3.639937, -0.864411, 1.895101]], "atomic_forces_ev_per_a": [[0.646, 4.152, -2.972], [1.274, -1.696, 1.137], [-0.383, -3.288, 2.187], [1.202, 0.050, -0.755], [0.315, -1.511, -1.119], [-0.339, -0.233, 0.141], [-0.985, 0.450, -1.737], [-0.240, 1.256, 3.471], [-0.988, 0.838, -0.452], [-0.501, -0.017, 0.098]], "nbo_charge": [0.695, -0.394, -0.403, -1.013, -0.971, -0.987, -0.600, 2.575, 0.061, 0.037], "homo_ev": -5.8, "total_charge": -1, "e_above_lowest_kcal_mol": 0.0, "fmax_ev_per_a": 5.15, "orbital_gap_ev": 8.26, "lumo_energy_ev": 2.411}

Entry 9:
{"formula": "C2Cl2N2", "method": "the ωB97M-V functional and the def2-TZVPD basis", "symbols": ["C", "C", "N", "N", "Cl", "Cl"], "positions_angstrom": [[-1.823947, 0.301047, -0.021522], [1.058646, 0.001274, 0.086974], [-2.916472, -0.004369, -0.011029], [0.158344, 0.792106, 0.174020], [2.579485, 0.660010, -0.037859], [0.943943, -1.750067, -0.190585]], "atomic_forces_ev_per_a": [[6.736, 0.613, 0.639], [0.853, -5.013, -1.326], [-2.146, -0.397, -0.082], [-7.046, 3.336, 0.188], [1.531, 0.429, 0.249], [0.071, 1.032, 0.332]], "nbo_charge": [0.369, 0.106, -0.401, -0.274, 0.154, 0.046], "homo_ev": -11.6, "e_above_lowest_kcal_mol": 77.7, "fmax_ev_per_a": 7.80, "orbital_gap_ev": 9.13, "lumo_energy_ev": -2.508}

Entry 10:
{"formula": "C2Cl3NO3", "method": "the ωB97M-V functional and the def2-TZVPD basis", "symbols": ["C", "C", "N", "O", "O", "O", "Cl", "Cl", "Cl"], "positions_angstrom": [[-0.918046, 1.471080, -0.362409], [0.714323, -1.738811, 0.063416], [0.475757, -0.489037, 0.388369], [-0.634470, 0.162042, -0.327488], [-0.365691, 2.478720, -0.025718], [1.011902, 0.223180, 1.232153], [-2.538454, 1.501879, -0.977752], [-0.077371, -2.512916, -1.233805], [2.010751, -2.501560, 0.783716]], "atomic_forces_ev_per_a": [[0.565, 1.721, 1.037], [0.513, -7.153, -1.961], [-2.531, 9.008, 0.789], [0.250, -2.031, -0.473], [0.035, -1.908, -0.407], [1.035, -0.363, 0.939], [-0.565, 0.103, -0.405], [0.274, 0.607, 0.401], [0.423, 0.016, 0.082]], "nbo_charge": [0.727, -0.042, 0.179, -0.408, -0.505, -0.209, -0.010, 0.120, 0.148], "homo_ev": [-7.1, -11.4], "s2": 2.009, "e_above_lowest_kcal_mol": 30.7, "fmax_ev_per_a": 9.39, "orbital_gap_ev": [7.40, 8.75], "lumo_energy_ev": [0.318, -2.639], "spin_multiplicity": 3}